[1]
{
  "formula": "C2H4N2S2",
  "method": "the ωB97M-V functional and the def2-TZVPD basis",
  "elements": ["C", "C", "H", "H", "H", "H", "N", "N", "S", "S"],
  "coordinates": [[0.77563, -0.09221, -0.05245], [-1.56340, -0.85926, 0.06866], [2.49538, 0.83892, -0.08888], [1.08065, 1.91988, 0.18364], [-0.98243, 1.02521, -0.09245], [-1.09412, -1.82969, 0.26939], [1.49316, 1.08616, -0.15011], [-0.60976, 0.04530, 0.08852], [1.58688, -1.59502, -0.09331], [-3.18200, -0.53930, -0.13301]],
  "forces_ev_per_angstrom": [[1.036, -1.241, 0.182], [-1.684, -1.864, 0.341], [-0.898, 0.999, 0.020], [0.061, 0.955, 0.356], [0.658, -1.527, 0.365], [-0.654, -0.209, -0.269], [-0.081, -3.026, -0.200], [1.129, 4.570, -1.015], [-1.129, 1.653, 0.020], [1.562, -0.310, 0.200]],
  "lumo_ev": -0.571,
  "spin_multiplicity": 1,
  "largest_force_ev_per_a": 4.82,
  "total_charge": 0,
  "gap_ha": 0.3038,
  "smiles": "NC(=S)NC=S",
  "e_tot_ev": -26789.27769
}

[2]
{
  "formula": "C2H4N2S2",
  "method": "the ωB97M-V functional and the def2-TZVPD basis",
  "elements": ["C", "C", "N", "N", "S", "S", "H", "H", "H", "H"],
  "coordinates": [[0.18210, -0.27662, -0.95152], [-0.54169, -1.23457, -0.37404], [0.18792, 0.92309, 1.59153], [0.46648, 1.40619, 0.52965], [1.01989, 2.73527, -0.12384], [-0.30321, -0.38598, 2.26148], [1.17913, -0.24331, -1.07643], [-0.30876, 0.42891, -1.51123], [-1.56896, -1.11285, -0.39047], [-0.31289, -2.24013, 0.04487]],
  "forces_ev_per_angstrom": [[-1.512, -1.329, 0.746], [0.677, -1.672, 1.008], [0.492, 0.737, -2.277], [-0.465, -0.544, 2.702], [0.322, 0.709, -0.644], [-0.309, -0.600, 0.364], [3.416, -0.409, -0.248], [-1.291, 1.717, -1.045], [-2.065, 0.289, -0.177], [0.737, 1.102, -0.428]],
  "lumo_ev": [-1.433, -1.433],
  "spin_multiplicity": 1,
  "largest_force_ev_per_a": 3.45,
  "total_charge": 0,
  "gap_ha": [0.2563, 0.2563],
  "smiles": "S=NN=S.C=C",
  "e_tot_ev": -26784.94574
}